The following is a quantum chemistry calculation of a cluster of 4 separate species, C15H33ClIO11PS4 in total in a non-equilibrium geometry, from the OMol25 dataset.

Output
- HOMO energy: -8.8047 eV
- Structure (SMILES): C#CP(I)CCCCS(=O)(=O)Cl.CCOS(C)(=O)=O.CCOS(C)(=O)=O.CCOS(C)(=O)=O
- ΔE to the lowest compared entry with this formula, charge and spin: 0.0 kcal per mole
- Electronic energy: -111862.317 eV

Geometry as ORCA input:
```
! wB97M-V def2-TZVPD RIJCOSX def2/J DEFGRID3
* xyz 0 1
C 0.904 -3.604 3.183
C 1.356 -3.078 2.206
P 2.023 -2.199 0.808
I 4.125 -1.303 1.688
C 0.755 -0.842 0.662
C 1.296 0.585 0.444
C 0.803 1.515 1.571
C 1.755 1.446 2.778
S 1.936 3.077 3.522
O 0.639 3.511 3.887
O 2.883 2.973 4.570
Cl 2.613 4.354 2.062
H 0.312 -3.843 4.013
H 0.131 -0.851 1.547
H 0.109 -1.128 -0.158
H 2.370 0.647 0.314
H 0.857 0.981 -0.465
H -0.194 1.222 1.868
H 0.754 2.525 1.184
H 2.743 1.177 2.431
H 1.416 0.789 3.564
C -3.691 1.506 -3.794
C -3.074 2.443 -4.813
O -1.838 3.030 -4.347
S -0.539 2.120 -4.338
C 0.634 3.401 -4.056
O -0.341 1.581 -5.650
O -0.569 1.269 -3.189
H -3.071 0.623 -3.641
H -4.672 1.175 -4.134
H -3.795 2.003 -2.830
H -2.909 1.940 -5.768
H -3.744 3.279 -4.999
H 0.641 4.069 -4.912
H 1.606 2.927 -3.936
H 0.361 3.931 -3.147
C -1.131 -5.408 -6.336
C -1.306 -4.120 -5.555
O -0.605 -3.014 -6.152
S -1.230 -2.351 -7.461
C -0.211 -0.920 -7.495
O -2.582 -1.973 -7.179
O -0.925 -3.175 -8.589
H -1.607 -5.346 -7.314
H -1.579 -6.242 -5.795
H -0.074 -5.616 -6.501
H -2.362 -3.869 -5.434
H -0.883 -4.235 -4.559
H -0.423 -0.313 -6.620
H -0.451 -0.371 -8.402
H 0.831 -1.231 -7.512
C -0.866 -0.599 9.530
C -0.728 0.663 8.700
O 0.645 0.995 8.426
S 1.417 0.142 7.326
C 2.821 1.186 7.167
O 0.660 0.172 6.109
O 1.818 -1.104 7.900
H -0.532 -1.475 8.977
H -1.908 -0.753 9.813
H -0.258 -0.532 10.432
H -1.286 0.587 7.765
H -1.133 1.511 9.250
H 2.505 2.140 6.757
H 3.511 0.693 6.486
H 3.285 1.312 8.142
*
```

Want to see where the charge sits? The Mulliken charges in e are: 0.331 -0.659 -0.141 -0.047 -0.860 -0.405 -1.041 -0.124 1.131 -0.560 -0.565 -0.250 0.419 0.438 0.524 0.512 -0.032 0.442 0.456 0.193 0.248 -0.977 -0.302 -0.297 1.229 -1.089 -0.656 -0.570 0.271 0.391 0.282 0.293 0.273 0.351 0.379 0.351 -0.999 -0.364 -0.242 1.202 -0.662 -0.641 -0.621 0.306 0.384 0.265 0.329 0.278 0.098 0.379 0.358 -0.973 -0.341 -0.288 1.235 -0.973 -0.613 -0.640 0.287 0.390 0.265 0.307 0.278 0.276 0.381 0.399

***

The following is a quantum chemistry calculation of a cluster of 2 separate species, C3H8O2 in total in a non-equilibrium geometry, from the OMol25 dataset.

Output
- HOMO energy: -11.1748 eV
- Structure (SMILES): O=CO.CC
- ΔE to the lowest compared entry with this formula, charge and spin: 16.9 kcal per mole
- Electronic energy: -7335.318 eV

Geometry as ORCA input:
```
! wB97M-V def2-TZVPD RIJCOSX def2/J DEFGRID3
* xyz 0 1
O 1.496 2.417 1.322
C 0.329 2.343 1.545
O -0.203 2.104 2.773
H -0.500 2.534 0.845
H 0.508 1.619 3.206
C 0.434 -1.333 -1.681
C -0.764 -1.503 -0.753
H 1.168 -2.121 -1.508
H 0.922 -0.365 -1.587
H 0.086 -1.394 -2.715
H -1.685 -1.968 -1.119
H -0.637 -1.855 0.271
H -1.154 -0.479 -0.599
*
```

Want to see where the charge sits? The Mulliken charges in e are: -0.470 0.249 -0.418 0.317 0.318 -0.732 -0.799 0.245 0.248 0.255 0.318 0.286 0.181

***

The following is a quantum chemistry calculation of a cluster of 2 separate species, C4H10ClNSi in total in a non-equilibrium geometry, from the OMol25 dataset.

Output
- HOMO energy (spin up / spin down): -4.9469 / -9.1780 eV
- ΔE to the lowest compared entry with this formula, charge and spin: 0.0 kcal per mole
- Electronic energy: -26196.211 eV

Geometry as ORCA input:
```
! wB97M-V def2-TZVPD RIJCOSX def2/J DEFGRID3
* xyz 0 3
C -1.973 -1.419 0.628
C -2.706 -2.436 0.217
C -1.606 -0.242 -0.214
C 2.749 1.879 0.133
N 2.648 0.479 -0.193
Si 2.254 -0.776 0.894
Cl 2.406 -2.374 -0.440
H -1.591 -1.395 1.639
H -3.097 -2.481 -0.787
H -1.966 -0.362 -1.232
H -0.523 -0.115 -0.227
H -2.036 0.667 0.208
H 3.791 2.215 0.133
H 2.197 2.487 -0.590
H 2.333 2.046 1.124
H 2.922 0.284 -1.149
H -2.959 -3.258 0.861
*
```

Want to see where the charge sits? The Mulliken charges in e are: 0.052 -0.987 -0.597 -0.770 -0.100 0.002 -0.265 0.393 0.309 0.302 -0.034 0.257 0.287 0.272 0.283 0.276 0.322

***

The following is a quantum chemistry calculation of a structure of composition C40H50BCdN10S4, from the OMol25 dataset.

Output
- HOMO energy: -10.0919 eV
- Electronic energy: -105776.978 eV

Geometry as ORCA input:
```
! wB97M-V def2-TZVPD RIJCOSX def2/J DEFGRID3
* xyz 1 1
Cd 0.007 -0.186 0.053
C -1.220 -4.855 -1.191
C -1.648 -5.290 0.212
C -0.509 -5.987 0.956
C -2.816 -6.262 0.067
N -2.099 -4.104 1.014
C -3.351 -4.008 1.602
C -3.362 -2.892 2.345
N -2.125 -2.290 2.234
B -1.836 -1.043 3.107
N -0.329 -0.946 3.503
C 0.134 -1.838 4.448
C 1.375 -1.471 4.800
N 1.692 -0.334 4.073
C 0.631 -0.027 3.279
S 0.565 1.247 2.111
C 2.981 0.419 4.216
C 3.836 -0.261 5.283
C 2.688 1.847 4.674
C 3.746 0.394 2.889
N -2.433 0.265 2.516
C -2.819 1.260 3.392
C -3.465 2.206 2.695
N -3.485 1.802 1.367
C -2.857 0.598 1.276
S -2.586 -0.311 -0.168
C -4.210 2.539 0.280
C -3.250 2.895 -0.857
C -4.777 3.838 0.850
C -5.364 1.667 -0.215
C -1.355 -3.033 1.408
S 0.260 -2.673 0.925
H -1.021 -5.745 -1.790
H -0.321 -4.246 -1.167
H -2.029 -4.292 -1.666
H -0.198 -6.871 0.396
H -0.842 -6.305 1.946
H 0.350 -5.329 1.067
H -2.477 -7.104 -0.536
H -3.663 -5.803 -0.447
H -3.145 -6.657 1.029
H -4.132 -4.726 1.444
H -4.145 -2.468 2.950
H -2.425 -1.222 4.142
H -0.464 -2.669 4.782
H 2.049 -1.932 5.496
H 3.327 -0.299 6.247
H 4.743 0.327 5.411
H 4.131 -1.269 4.985
H 2.177 1.838 5.639
H 2.071 2.382 3.955
H 3.629 2.388 4.788
H 3.751 -0.617 2.474
H 4.779 0.703 3.060
H 3.297 1.070 2.166
H -2.589 1.211 4.443
H -3.898 3.125 3.036
H -2.366 3.401 -0.463
H -3.756 3.574 -1.546
H -2.937 2.013 -1.407
H -3.989 4.486 1.240
H -5.518 3.657 1.630
H -5.274 4.370 0.040
H -4.999 0.720 -0.612
H -5.900 2.190 -1.009
H -6.063 1.463 0.599
N -0.132 -2.052 -2.535
C 1.208 -2.202 -2.894
C 1.539 -3.011 -3.958
C 2.862 -3.179 -4.393
C 3.880 -2.536 -3.754
C 3.589 -1.679 -2.671
C 4.617 -0.959 -2.024
C 4.313 -0.083 -1.027
C 2.967 0.070 -0.668
N 1.977 -0.597 -1.220
C 2.254 -1.490 -2.224
H -0.317 -2.165 -1.548
H -0.742 -2.655 -3.062
H 0.743 -3.547 -4.464
H 3.067 -3.836 -5.230
H 4.909 -2.653 -4.072
H 5.642 -1.104 -2.347
H 5.075 0.496 -0.524
H 2.693 0.774 0.111
S -0.343 5.403 -4.160
C -0.233 3.981 -3.079
C 0.267 4.102 -1.789
C 0.357 2.964 -1.007
N -0.025 1.758 -1.433
C -0.519 1.648 -2.666
C -0.644 2.730 -3.520
C 1.383 5.415 -4.661
C 2.311 6.190 -3.985
C 3.638 6.117 -4.388
N 4.060 5.350 -5.391
C 3.150 4.634 -6.048
C 1.799 4.633 -5.726
H 0.580 5.062 -1.403
H 0.743 3.021 0.006
H -0.813 0.651 -2.978
H -1.048 2.605 -4.516
H 2.012 6.839 -3.173
H 4.397 6.705 -3.883
H 3.518 4.032 -6.872
H 1.092 4.039 -6.289
*
```

Mulliken atomic charge list, values in e, 99 entries: 2.891 -1.451 1.198 -1.580 -2.238 0.519 -0.412 -1.277 0.379 0.419 0.441 -1.431 -0.289 0.377 0.058 -0.514 1.243 -2.176 -1.573 -1.583 0.535 -1.279 -0.380 0.390 0.018 -0.492 1.274 -1.546 -2.231 -1.643 -0.001 -0.554 0.520 0.317 0.390 0.459 0.402 0.316 0.452 0.464 0.516 0.543 0.656 -0.207 0.659 0.547 0.511 0.453 0.468 0.410 0.276 0.461 0.400 0.526 0.275 0.653 0.553 0.354 0.575 0.310 0.457 0.532 0.457 0.295 0.480 0.403 0.166 1.052 -0.557 -0.843 -0.927 1.029 -0.813 -0.965 -0.249 0.623 -0.485 -1.064 0.362 0.357 0.390 0.408 0.423 0.491 0.202 -0.090 -0.024 -0.716 -0.846 0.520 -0.810 -0.613 0.294 -0.133 -0.404 -0.568 -0.403 -0.200 0.486

***

The following is a quantum chemistry calculation of a cluster of 2 separate species, C5H8O in total, from the OMol25 dataset.

Output
- HOMO energy: -9.2541 eV
- Structure (SMILES): C[C@]12C=C[C@H]1O2.[H][H]
- ΔE to the lowest compared entry with this formula, charge and spin: 100.7 kcal per mole
- Electronic energy: -7357.887 eV

Geometry as ORCA input:
```
! wB97M-V def2-TZVPD RIJCOSX def2/J DEFGRID3
* xyz 0 1
C 1.099 0.522 -1.802
C 0.368 0.007 -0.607
C -0.071 0.737 0.675
C 0.130 -0.352 1.425
C 0.568 -1.175 0.216
O -0.496 -1.132 -0.751
H 1.949 1.141 -1.495
H 0.440 1.132 -2.429
H 1.467 -0.314 -2.404
H -0.521 1.707 0.861
H -0.089 -0.611 2.455
H 1.305 -1.966 0.126
H -3.371 0.230 2.075
H -2.777 0.071 1.656
*
```

Want to see where the charge sits? The Mulliken charges in e are: -1.107 0.882 -0.733 -0.483 -0.191 -0.504 0.288 0.278 0.329 0.396 0.419 0.426 0.230 -0.231

***

The following is a quantum chemistry calculation of a structure of composition C4H8I2NO2Ti, from the OMol25 dataset.

Output
- HOMO energy (spin up / spin down): -18.0325 / -18.2932 eV
- Electronic energy: -49163.343 eV

Geometry as ORCA input:
```
! wB97M-V def2-TZVPD RIJCOSX def2/J DEFGRID3
* xyz 2 2
Ti -0.892 -0.354 -0.564
N 1.241 -0.466 -1.092
C 2.097 -0.955 0.057
C 1.772 -0.305 1.400
C 0.505 -0.819 2.021
O 0.291 -1.435 2.983
O -0.656 -0.470 1.149
H 1.450 -1.076 -1.886
H 1.602 0.443 -1.386
H 3.140 -0.748 -0.180
H 1.987 -2.039 0.117
H 1.720 0.784 1.326
H 2.574 -0.548 2.098
I -3.650 -0.386 -1.225
C -3.567 1.755 -1.237
I -1.532 2.367 -0.988
H -4.151 2.131 -0.403
H -3.931 2.119 -2.192
*
```

Want to see where the charge sits? The Mulliken charges in e are: 0.947 -0.487 -0.689 -0.443 0.509 -0.315 -0.453 0.344 0.289 0.419 0.406 0.295 0.351 0.350 -0.765 0.401 0.433 0.408